Record 1
{
  "formula": "C20H35MoN6O2PS2Se2",
  "method": "the ωB97M-V functional and the def2-TZVPD basis",
  "symbols": ["Mo", "N", "C", "S", "N", "N", "C", "C", "C", "C", "C", "C", "C", "O", "H", "H", "H", "H", "H", "H", "H", "C", "Se", "C", "C", "Se", "C", "H", "H", "H", "H", "H", "H", "H", "H", "H", "H", "C", "N", "C", "N", "C", "N", "C", "P", "C", "C", "H", "H", "H", "H", "H", "H", "H", "H", "H", "H", "H", "H", "C", "S", "C", "O", "H", "H", "H", "H", "H", "H"],
  "xyz": [[-0.594, 0.958, 0.034], [-3.375, 2.359, 3.162], [-2.780, 1.758, 2.108], [-1.629, 2.737, 1.184], [-3.035, 0.523, 1.846], [-2.362, 0.076, 0.713], [-3.039, -0.827, 0.070], [-2.805, -1.247, -1.278], [-3.541, -2.333, -1.787], [-3.420, -2.704, -3.105], [-2.591, -1.967, -3.957], [-1.878, -0.879, -3.493], [-1.971, -0.526, -2.149], [-1.242, 0.517, -1.710], [-3.367, 3.362, 3.235], [-4.131, 1.866, 3.611], [-3.914, -1.211, 0.588], [-4.200, -2.877, -1.122], [-3.976, -3.549, -3.486], [-2.514, -2.246, -5.000], [-1.247, -0.294, -4.148], [-1.702, 0.334, 5.998], [-0.267, 0.179, 4.700], [-0.077, 2.085, 4.321], [1.172, 2.311, 3.500], [1.305, 1.069, 1.980], [2.836, 1.915, 1.139], [-2.506, 0.937, 5.585], [-1.321, 0.774, 6.916], [-2.066, -0.670, 6.197], [0.025, 2.627, 5.262], [-0.964, 2.439, 3.810], [2.060, 2.035, 4.069], [1.279, 3.327, 3.121], [3.664, 1.854, 1.841], [2.596, 2.947, 0.898], [3.071, 1.371, 0.228], [3.513, -2.433, -1.237], [2.925, -2.858, 0.032], [2.065, -4.014, -0.201], [1.027, -3.750, -1.194], [1.655, -3.308, -2.439], [2.516, -2.137, -2.268], [1.749, -0.946, -1.950], [0.823, -1.161, -0.355], [2.226, -1.780, 0.706], [0.027, -2.815, -0.723], [4.149, -3.240, -1.601], [4.136, -1.552, -1.071], [1.604, -4.321, 0.738], [2.685, -4.832, -0.566], [0.880, -3.085, -3.175], [2.267, -4.127, -2.817], [1.026, -0.738, -2.743], [2.410, -0.079, -1.863], [1.821, -2.123, 1.661], [2.922, -0.969, 0.919], [-0.741, -2.691, -1.484], [-0.448, -3.186, 0.188], [2.002, 3.641, -2.839], [0.517, 2.740, -2.468], [-0.579, 4.100, -2.117], [0.846, 2.126, -1.071], [1.808, 4.239, -3.729], [2.787, 2.919, -3.050], [2.266, 4.272, -1.991], [-0.616, 4.739, -2.998], [-0.192, 4.645, -1.256], [-1.569, 3.696, -1.915]],
  "atomic_forces_ev_per_a": [[0.3, 0.5, -0.3], [0.0, 0.0, 0.0], [-0.1, 0.0, 0.1], [0.1, -0.1, 0.0], [0.2, 0.0, -0.1], [-0.3, -0.1, 0.2], [0.0, 0.0, 0.0], [-0.1, 0.0, 0.1], [0.0, 0.0, 0.0], [0.0, 0.0, 0.0], [0.0, 0.0, 0.0], [-0.1, -0.1, 0.0], [0.1, 0.1, 0.0], [-0.1, 0.0, 0.0], [0.0, 0.0, 0.0], [0.0, 0.0, 0.0], [0.0, 0.0, 0.0], [0.0, 0.0, 0.0], [0.0, 0.0, 0.0], [0.0, 0.0, 0.0], [0.0, 0.0, 0.0], [0.0, 0.0, 0.0], [-0.1, -0.1, 0.0], [0.2, 0.0, 0.0], [0.0, 0.0, -0.1], [0.0, -0.3, 0.0], [0.0, 0.0, 0.0], [0.0, 0.0, 0.0], [0.0, 0.0, 0.0], [0.0, 0.0, 0.0], [0.0, 0.0, 0.0], [0.0, 0.0, 0.0], [0.0, 0.1, 0.0], [-0.1, 0.0, 0.0], [0.0, 0.0, 0.0], [0.0, 0.0, 0.0], [0.0, 0.0, 0.0], [0.1, 0.0, 0.0], [0.0, 0.0, 0.0], [0.0, 0.0, 0.0], [0.0, 0.0, 0.0], [0.0, 0.0, 0.0], [0.0, 0.0, 0.0], [-0.1, 0.0, 0.0], [0.1, -0.2, 0.0], [-0.1, 0.0, 0.0], [0.0, 0.1, 0.1], [0.0, 0.0, 0.0], [0.0, 0.0, 0.0], [0.0, 0.0, 0.0], [0.0, 0.0, 0.0], [0.0, 0.0, 0.0], [0.0, 0.0, 0.0], [0.0, 0.0, 0.0], [0.0, 0.0, 0.0], [0.0, 0.0, 0.0], [0.0, 0.0, 0.0], [0.0, 0.0, 0.0], [0.0, 0.0, 0.0], [0.0, 0.0, 0.1], [0.1, -0.2, 0.1], [0.0, 0.0, 0.1], [-0.4, 0.1, 0.0], [0.0, 0.0, 0.0], [0.0, 0.0, 0.0], [0.0, 0.0, 0.0], [0.0, 0.0, 0.0], [0.0, 0.0, 0.0], [0.0, 0.0, 0.0]],
  "spin_multiplicity": 3,
  "s_squared": 2.0386,
  "gap_ev": [5.8, 6.1],
  "total_charge": 2
}


Record 2
{
  "formula": "C3H7N2O2",
  "method": "the ωB97M-V functional and the def2-TZVPD basis",
  "symbols": ["C", "C", "C", "N", "N", "O", "O", "H", "H", "H", "H", "H", "H", "H"],
  "xyz": [[1.057, -1.477, 0.111], [-0.585, 1.544, -0.398], [-1.941, 1.739, -0.789], [1.818, -2.375, 0.674], [0.632, -0.416, 0.772], [0.471, 2.097, -0.546], [-0.585, 0.220, 0.311], [0.494, -1.548, -0.834], [-2.304, 2.640, -0.206], [-2.566, 0.848, -0.593], [-2.006, 2.085, -1.817], [2.061, -3.217, 0.205], [2.365, -2.124, 1.436], [1.088, -0.014, 1.674]],
  "atomic_forces_ev_per_a": [[-2.4, 1.3, 0.5], [4.9, -0.9, 0.5], [-2.4, 1.4, 0.4], [-0.4, 0.0, -1.8], [0.2, 2.4, 0.8], [-2.3, -0.7, 0.2], [1.2, -1.0, 0.5], [0.7, -0.8, 0.3], [0.1, -1.1, -0.4], [0.3, 0.7, -0.2], [0.1, -0.2, -0.2], [0.2, -0.5, -0.5], [1.0, 0.3, 1.8], [-1.4, -0.9, -2.1]],
  "spin_multiplicity": 1,
  "gap_ev": 10.8,
  "total_charge": 1,
  "smiles": "CC(=O)O/[NH+]=C/N",
  "e_above_lowest_kcal_mol": 42.0
}


no.,total energy (Ha)
1,-7270.3992
2,-378.1870